1.
{"formula": "C5H8O", "method": "ωB97M-V/def2-TZVPD", "species": ["C", "C", "C", "O", "C", "C", "H", "H", "H", "H", "H", "H", "H", "H"], "xyz": [[-0.0218, 2.1526, 1.1687], [-0.5540, 1.0313, 0.3331], [0.4867, 0.0118, -0.0946], [1.7233, 0.2649, 0.1131], [-0.0846, -1.3877, -0.2179], [-1.2078, -1.6789, -1.2310], [-0.8437, 2.6713, 1.7965], [0.9936, 2.4933, 1.1546], [-1.6718, 0.8908, 0.3217], [-0.2789, -1.5906, 0.9200], [0.6959, -2.0821, -0.4674], [-1.6306, -2.6978, -1.0875], [-0.7813, -1.5343, -2.2732], [-1.9812, -1.0438, -1.0187]], "atomic_forces_ev_per_a": [[-5.04, -3.55, -2.54], [2.35, 4.36, 3.39], [2.60, 1.25, 1.91], [-4.25, -1.17, -1.52], [0.59, -0.76, 1.09], [2.03, -1.22, -0.17], [1.74, -0.52, -1.25], [0.36, -0.33, 0.22], [1.51, -0.16, -0.03], [-0.33, 0.11, -2.03], [0.81, -0.12, 0.10], [0.63, 0.53, -0.29], [-0.82, -0.24, 1.22], [-2.19, 1.82, -0.09]], "lowdin_charge": [0.081, -0.062, -0.394, -0.002, -0.207, -0.091, 0.074, 0.041, 0.096, 0.163, 0.095, 0.086, 0.107, 0.014], "homo_lumo_gap_ev": 9.40, "e_lumo_ev": -0.227, "smiles": "C=CC(=O)CC", "energy_ha": -270.46288, "e_homo_ev": -9.622}

=====

2.
{"formula": "C7H11O2PS3", "method": "ωB97M-V/def2-TZVPD", "species": ["C", "C", "C", "C", "C", "C", "C", "O", "O", "P", "S", "S", "S", "H", "H", "H", "H", "H", "H", "H", "H", "H", "H", "H"], "xyz": [[1.1282, 3.2057, -0.6666], [0.3061, -2.8505, -1.3965], [-2.4617, 0.2332, 0.6921], [-1.9082, -0.8484, 1.4871], [0.9630, 3.3299, -2.1148], [0.8903, -2.0712, -0.3046], [-0.9543, -0.6063, 2.6349], [0.8642, 2.1206, -1.6580], [-0.1915, -2.9080, -0.0411], [0.5115, -0.2278, -0.0556], [2.3227, 0.5545, -0.7196], [-3.6202, -0.5287, 1.7474], [0.7942, -0.3518, 2.1546], [2.1239, 3.1570, -0.1826], [0.3978, 3.4407, 0.1295], [-0.4035, -2.4250, -2.1028], [0.9191, -3.7446, -1.5907], [-2.3308, 1.2914, 0.9894], [-2.7916, 0.1338, -0.3104], [-1.6894, -1.7304, 1.0361], [1.5114, 3.6455, -2.9252], [1.8957, -2.3087, 0.2274], [-1.0265, -1.5260, 3.2937], [-1.2598, 0.2714, 3.3689]], "atomic_forces_ev_per_a": [[0.58, 0.82, 0.34], [0.75, -0.74, 0.87], [-0.35, 2.61, -0.18], [0.67, 1.90, 1.86], [-0.90, 1.53, 2.14], [1.64, 1.57, 1.06], [-0.80, 0.69, 2.55], [-1.00, -1.28, 0.81], [-0.32, -0.49, -0.01], [1.30, -0.79, 0.66], [0.18, -1.21, 0.65], [-2.14, -0.95, 1.59], [-0.31, 0.21, -1.20], [-0.43, -0.25, -0.86], [-0.28, -0.35, -1.14], [0.40, -0.14, -0.08], [-0.71, 0.39, -0.68], [0.58, -0.74, -0.25], [0.55, -0.30, -1.01], [0.39, -2.43, -1.57], [1.21, 0.65, -1.72], [-1.73, -0.07, -1.22], [0.37, 0.95, -0.76], [0.37, -1.57, -1.84]], "lowdin_charge": [-0.126, -0.114, -0.526, -0.769, -0.086, -0.612, -0.582, -0.311, -0.129, 0.460, 0.389, 0.853, 0.545, 0.078, 0.114, 0.115, 0.118, 0.090, 0.057, 0.040, 0.081, 0.120, 0.088, 0.106], "homo_lumo_gap_ev": [8.20, 6.63], "e_lumo_ev": [-0.023, -1.567], "energy_ha": -1959.45942, "e_homo_ev": [-8.226, -8.198]}

=====

3.
{"formula": "C20H26N2O3", "method": "ωB97M-V/def2-TZVPD", "species": ["C", "C", "N", "C", "C", "C", "C", "C", "C", "N", "C", "O", "C", "C", "C", "O", "C", "C", "C", "O", "C", "C", "C", "C", "C", "H", "H", "H", "H", "H", "H", "H", "H", "H", "H", "H", "H", "H", "H", "H", "H", "H", "H", "H", "H", "H", "H", "H", "H", "H", "H"], "xyz": [[1.7145, -2.6517, -3.4740], [0.6202, -1.7242, -4.0100], [0.3871, -0.5841, -3.1547], [1.1741, 0.5937, -3.4390], [0.4768, 1.5475, -4.4120], [-0.4901, -0.6332, -2.1003], [-1.0875, -1.8357, -1.6921], [-1.9227, -1.8711, -0.5974], [-2.1971, -0.7285, 0.1467], [-2.9936, -0.8443, 1.3085], [-2.6647, -0.5321, 2.5905], [-3.4777, -0.6577, 3.4862], [-1.2756, -0.0353, 2.8221], [-1.0953, 1.0220, 3.6941], [0.1859, 1.5268, 3.9271], [0.2640, 2.5703, 4.7955], [1.5320, 3.0976, 5.1005], [1.2695, 0.9685, 3.2678], [1.0844, -0.1143, 2.4057], [2.2159, -0.5787, 1.8020], [2.0855, -1.5938, 0.8357], [-0.1828, -0.6343, 2.1989], [-1.6770, 0.4947, -0.2804], [-2.0123, 1.7817, 0.4103], [-0.8397, 0.5189, -1.3834], [1.8642, -3.4860, -4.1543], [2.6533, -2.1116, -3.3756], [1.4434, -3.0400, -2.4957], [-0.3116, -2.2796, -4.1425], [0.9160, -1.3518, -4.9949], [1.4068, 1.1123, -2.5056], [2.1243, 0.2697, -3.8741], [1.1032, 2.4160, -4.5985], [0.2849, 1.0483, -5.3589], [-0.4746, 1.8804, -4.0061], [-0.8944, -2.7581, -2.2136], [-2.3558, -2.8127, -0.2899], [-3.8962, -1.2913, 1.2046], [-1.9397, 1.4660, 4.1951], [2.1875, 2.3387, 5.5392], [1.3551, 3.8866, 5.8297], [2.0137, 3.5250, 4.2150], [2.2749, 1.3341, 3.3951], [3.0858, -1.7455, 0.4324], [1.4062, -1.2956, 0.0299], [1.7313, -2.5296, 1.2797], [-0.3307, -1.4954, 1.5713], [-2.9199, 1.6833, 1.0002], [-1.2056, 2.0781, 1.0804], [-2.1521, 2.5743, -0.3226], [-0.4639, 1.4817, -1.6888]], "atomic_forces_ev_per_a": [[-0.23, 0.14, -0.14], [0.15, -0.27, 0.14], [0.11, 0.01, -0.14], [-0.16, 0.27, -0.14], [0.18, -0.13, 0.21], [-0.12, 0.04, 0.16], [-0.01, -0.10, -0.14], [-0.02, 0.24, 0.15], [0.15, 0.04, -0.46], [-0.43, -0.27, -0.30], [-0.13, -0.09, 0.14], [0.01, 0.11, 0.18], [0.37, 0.24, 0.46], [-0.08, -0.05, -0.02], [-0.05, -0.18, -0.18], [-0.27, -0.17, -0.11], [0.21, 0.09, 0.04], [0.12, 0.11, 0.08], [-0.13, 0.01, 0.01], [-0.07, 0.29, 0.35], [-0.03, -0.18, -0.19], [0.29, -0.17, -0.06], [-0.24, -0.20, 0.01], [0.05, 0.01, -0.02], [0.13, -0.03, -0.02], [0.08, -0.14, -0.05], [0.12, 0.04, 0.01], [-0.02, -0.06, 0.10], [0.04, 0.06, -0.08], [-0.10, -0.02, 0.02], [0.07, -0.06, -0.05], [-0.01, 0.01, 0.10], [0.04, 0.14, -0.07], [-0.03, -0.03, -0.11], [-0.10, 0.05, 0.02], [0.06, -0.09, -0.08], [0.00, -0.10, 0.06], [0.09, 0.12, 0.17], [-0.12, 0.04, 0.07], [-0.02, 0.02, -0.03], [0.06, -0.05, -0.05], [-0.01, -0.03, 0.03], [0.11, 0.08, 0.04], [-0.08, -0.03, 0.00], [0.00, -0.02, 0.03], [-0.01, 0.03, -0.02], [0.04, -0.03, -0.12], [-0.05, 0.07, 0.03], [0.02, 0.05, 0.06], [-0.01, 0.05, -0.03], [0.06, 0.12, -0.08]], "lowdin_charge": [-0.070, -0.226, -0.122, -0.229, -0.069, -0.226, -0.031, -0.025, -0.251, 0.133, -0.444, 0.073, -0.141, 0.048, -0.260, -0.076, -0.089, 0.063, -0.249, -0.075, -0.076, 0.026, -0.207, -0.016, 0.017, 0.072, 0.070, 0.062, 0.113, 0.116, 0.113, 0.116, 0.073, 0.070, 0.068, 0.095, 0.118, 0.159, 0.134, 0.097, 0.093, 0.095, 0.116, 0.094, 0.082, 0.099, 0.109, 0.086, 0.084, 0.085, 0.103], "homo_lumo_gap_ev": 8.16, "e_lumo_ev": 0.682, "smiles": "CCN(CC)c1ccc(NC(=O)c2cc(OC)cc(OC)c2)c(C)c1", "energy_ha": -1112.94187, "e_homo_ev": -7.478}